The following is a DFT calculation (the ωB97M-V functional and the def2-TZVPD basis) of a cluster of 14 separate species, C84H188N8O20 in total.

Atoms and positions in Å:
O -2.846 -5.701 4.142
O 0.498 9.821 2.910
O -7.160 -0.361 5.625
O -6.086 5.777 0.361
O -4.635 3.260 -0.902
O -0.181 -5.866 -1.555
O -3.408 -3.778 -2.654
O 2.544 3.130 -5.157
O 6.790 3.970 -0.234
O 0.426 3.212 -3.331
O -1.263 4.870 -1.326
O -5.274 2.690 -3.571
O -3.667 6.263 -1.133
O 4.024 0.293 -4.998
O 0.727 -0.071 -4.861
O 2.672 -4.165 -0.073
O -2.060 0.699 1.742
O -3.136 1.026 -1.928
O 3.723 -2.431 8.181
O -3.076 -5.704 1.520
N 7.260 2.675 -0.547
N -5.910 -1.020 5.675
N -0.680 0.585 1.476
N 0.373 8.426 3.034
N 3.882 -1.088 -5.291
N -0.463 -0.526 -5.463
N -4.575 -4.267 -2.018
N 3.666 -2.731 6.824
C -3.665 -1.355 4.618
C 5.956 1.704 1.369
C 6.904 0.220 -0.412
C 9.179 3.448 -1.736
C -1.843 -6.275 2.012
C 2.584 7.900 3.995
C -2.638 -1.509 -7.016
C -5.016 0.635 4.187
C -5.100 -3.372 -0.978
C -2.407 0.008 -6.990
C 1.943 -5.256 -0.570
C 5.870 -0.926 -6.888
C 4.952 -3.713 -5.481
C 4.054 -1.568 6.010
C 4.238 -2.002 4.560
C 4.443 -1.414 -6.609
C -6.179 -1.673 7.947
C 2.603 -4.869 7.220
C -0.379 2.972 1.701
C -1.082 8.143 1.087
C -0.932 7.915 2.624
C -0.983 1.810 -6.178
C 3.548 -0.885 -7.743
C -0.451 -2.453 -3.973
C -0.744 1.954 -0.593
C -4.454 -2.801 6.553
C 4.213 -1.817 -4.043
C -5.999 -2.226 -1.493
C -0.917 -1.303 -0.105
C 3.013 -2.775 4.021
C -5.064 3.581 0.413
C 3.210 -1.464 -2.944
C 4.442 -2.945 -6.701
C 0.257 -2.783 -6.333
C 1.048 7.833 4.201
C -2.143 8.651 3.263
C 5.607 -1.444 -3.460
C 2.486 -3.509 6.430
C 1.272 -0.811 1.155
C 0.578 8.542 5.476
C 1.719 2.970 -2.840
C -0.649 -1.959 -5.427
C -3.912 2.452 -3.825
C -1.908 5.395 -2.479
C -0.285 -0.797 1.215
C -5.352 -5.120 -2.856
C 8.724 2.526 -0.598
C 9.451 2.948 0.718
C -5.761 -1.577 3.233
C 5.032 1.715 -0.964
C -0.680 -1.700 2.367
C 5.465 -1.082 6.431
C -6.385 4.389 0.302
C -6.869 -3.276 6.117
C 2.754 3.534 -3.804
C -0.127 1.766 0.800
C -2.112 -6.698 3.436
C -6.402 -5.911 -2.039
C -0.688 5.848 4.245
C -2.658 6.643 -2.056
C -3.388 1.136 -3.345
C -5.143 -0.865 4.441
C 1.184 -2.780 6.790
C -6.995 -5.219 -0.808
C -5.974 -4.284 -0.088
C -3.765 -2.760 5.182
C -6.041 -4.422 -4.044
C 1.404 1.648 0.735
C -2.137 -2.205 -5.738
C 8.385 0.029 -0.120
C 0.538 -4.774 -1.000
C -5.866 -2.211 6.545
C -0.934 0.346 -6.597
C 6.320 1.634 -0.109
C 0.766 6.308 4.401
C -3.932 -2.853 -0.147
C 3.129 -0.367 6.180
C -4.417 -6.232 -3.488
C 2.584 -3.946 4.960
C 1.887 0.281 0.303
C 4.181 -3.351 -4.252
C 9.089 1.099 -0.920
C -1.110 6.431 2.908
C -0.062 0.115 -7.802
H 2.038 -5.685 6.757
H 0.211 -2.590 -7.404
H 3.127 0.645 -5.066
H 6.959 4.028 0.720
H 1.444 5.624 3.883
H -6.887 4.160 1.246
H -1.178 -5.403 2.011
H 2.192 -1.599 -3.324
H 3.658 0.579 6.038
H -6.729 -1.144 2.963
H 6.038 -3.826 -5.407
H 0.520 -3.561 7.178
H -3.525 -5.559 3.461
H 2.350 -5.621 -1.523
H 2.203 -4.738 8.224
H 3.378 -2.105 -2.076
H -7.263 -1.572 8.099
H 1.596 -4.280 4.635
H 1.958 2.475 0.284
H 6.271 -1.425 -7.772
H -4.682 1.211 5.051
H -5.296 3.210 -2.753
H 1.805 1.777 1.751
H 2.698 4.625 -3.878
H 3.106 7.737 4.941
H 6.430 -1.428 -4.173
H -6.611 -3.700 0.582
H 1.415 -0.304 -5.513
H -6.958 -2.706 -1.707
H -0.504 9.004 0.761
H -2.111 8.188 0.730
H 1.802 1.881 -2.724
H 4.390 -1.110 3.950
H -5.314 -3.986 -4.726
H 3.141 3.600 -5.741
H 4.502 -2.842 8.568
H -4.977 -6.807 -4.223
H 2.804 -0.240 7.214
H 0.801 -2.364 5.859
H 5.219 2.026 -1.993
H -4.154 0.396 -3.588
H 0.507 3.263 -4.292
H -3.041 -0.768 5.294
H -0.484 8.297 5.595
H -0.243 -1.367 3.311
H -2.372 9.544 2.682
H 3.199 -0.442 -2.562
H 10.523 2.857 0.540
H -2.721 -4.231 -2.151
H 6.355 -0.491 0.213
H 0.224 -3.867 -6.218
H -6.663 -3.563 5.084
H 3.262 -4.784 4.791
H -1.301 5.618 -3.362
H 4.344 2.444 -0.526
H 0.511 9.625 5.375
H -1.303 3.465 1.373
H -1.799 2.223 -0.537
H 10.141 0.932 -0.665
H -0.330 -0.907 -8.055
H -5.505 5.921 -0.397
H 0.904 9.886 2.039
H -6.005 -2.381 8.764
H 2.929 7.034 3.429
H -7.224 -6.098 -2.737
H -4.094 -6.906 -2.690
H 2.286 -0.444 5.493
H -0.319 0.773 -8.636
H 5.087 -3.392 -7.459
H 6.154 -1.933 6.413
H -4.219 -2.641 0.884
H -3.090 8.104 3.242
H -5.686 -1.769 -2.428
H 9.175 2.164 1.424
H 1.579 -0.690 2.198
H -1.924 7.410 -1.772
H 2.708 -1.535 -8.013
H 0.059 2.155 -6.167
H 1.182 -2.110 7.647
H 6.589 -1.108 -6.092
H -0.201 2.822 -0.951
H 8.590 -0.006 0.954
H 0.321 3.773 1.452
H -2.152 6.214 2.656
H 8.789 -0.930 -0.455
H 3.144 -3.695 -4.291
H 5.827 -2.172 -2.677
H -4.308 0.878 3.392
H 8.907 1.031 -1.995
H 1.278 -2.472 -6.070
H -3.488 -5.847 -3.904
H -3.505 -2.081 -0.782
H -0.942 4.797 4.354
H 0.570 -2.789 -3.777
H -3.087 -3.505 0.108
H -0.403 -2.718 2.090
H -4.556 -3.863 6.780
H -6.177 -6.956 -1.804
H 0.999 8.187 6.416
H -1.042 -3.357 -3.795
H -5.151 -1.481 2.333
H -7.005 4.206 -0.576
H -4.058 -3.514 4.450
H -5.376 -4.948 0.537
H -6.027 0.992 3.978
H -7.971 -4.834 -1.116
H -3.105 7.168 -2.906
H -3.707 -1.720 -7.111
H -2.763 -3.168 5.373
H 5.046 -2.727 4.446
H 3.397 -3.238 -6.843
H 1.916 -6.127 0.094
H -5.734 -0.710 8.193
H 3.311 0.171 -7.852
H -1.752 -1.652 2.569
H -2.735 -1.870 -4.889
H -0.682 7.250 0.597
H 4.069 -1.123 -8.684
H 0.018 -4.411 -0.111
H -1.372 2.041 -5.185
H -3.145 -5.623 0.564
H -2.137 0.754 2.701
H 5.593 -0.461 -2.996
H -0.435 2.701 2.750
H -1.431 -7.022 1.333
H 1.960 3.421 -1.875
H 2.968 0.136 0.397
H 1.696 0.139 -0.768
H -0.620 5.819 2.139
H 5.622 2.717 1.609
H 9.041 4.502 -1.496
H -6.680 -5.215 -4.440
H -0.235 -1.424 -0.950
H -1.192 -7.102 3.862
H 2.841 8.837 3.507
H -3.817 2.398 -4.921
H -7.901 -2.938 5.986
H -6.162 -1.487 -0.711
H -3.833 -2.295 7.291
H -5.182 2.604 0.910
H 5.818 0.132 -7.150
H -6.005 -2.624 3.402
H -1.228 -2.328 0.113
H -2.032 8.849 4.330
H 3.618 -5.257 7.138
H -4.286 4.091 0.996
H 4.562 -3.648 -3.273
H 4.740 -4.762 -5.731
H 10.225 3.304 -2.025
H -6.801 -3.683 -3.779
H 3.744 3.227 -3.454
H -0.800 -1.722 -3.245
H 6.724 -0.049 -1.449
H -2.651 4.665 -2.823
H 5.882 -0.207 5.941
H -1.808 -0.759 -0.407
H 3.164 -3.196 3.030
H -1.202 6.378 5.056
H -2.230 -1.967 -7.920
H -1.517 2.437 -6.893
H -0.615 1.119 -1.277
H -7.222 -0.001 6.518
H -2.523 0.328 -8.029
H -3.205 5.536 -0.684
H -6.898 -4.088 6.843
H 3.610 -4.367 -0.123
H -2.195 0.931 -1.758
H 9.251 3.981 0.997
H 4.461 0.787 -1.051
H 8.647 3.252 -2.670
H -0.850 4.077 -1.691
H -3.198 3.272 -3.674
H -2.481 0.852 -3.885
H 5.463 -0.871 7.506
H 2.146 -2.116 4.123
H 1.009 0.229 -7.642
H -0.596 -6.391 -0.867
H 1.035 6.081 5.440
H -3.984 2.543 -0.854
H -7.310 -5.939 -0.048
H -2.279 -3.276 -5.895
H -3.221 -1.328 3.623
H -2.757 -7.587 3.437
H 1.453 -1.869 0.946
H -3.141 0.548 -6.395
H 0.738 -3.996 -1.733
H 5.241 0.934 1.661
H 6.779 1.563 2.080

Properties
Molar mass   1630.46 g/mol
F_max   2.66 eV/Å
DFT total energy   -5255.55828 a.u.
ΔE to the lowest compared entry with this formula, charge and spin   110.7 kcal per mole

***

The following is a DFT calculation (the ωB97M-V functional and the def2-TZVPD basis) of a cluster of 2 separate species, C4H13NO in total.

Atoms and positions in Å:
O 5.338 -1.644 0.519
N -2.629 1.638 -1.128
C -2.213 0.298 -0.736
C 0.154 0.381 0.283
C 0.241 -0.783 1.268
C -0.713 0.137 -0.948
H -1.933 2.328 -1.300
H -0.476 -0.844 -1.367
H 5.212 -1.769 1.464
H 1.132 0.740 -0.033
H -0.519 -0.722 2.023
H -0.225 1.265 0.818
H -2.571 0.091 0.280
H -3.536 1.965 -0.873
H 1.185 -0.754 1.813
H 0.104 -1.731 0.754
H 4.648 -1.029 0.232
H -0.435 0.859 -1.719
H -2.763 -0.425 -1.350

Properties
Molar mass   91.15 g/mol
F_max   0.93 eV/Å
Structure (SMILES)   CCCCN.O
DFT total energy   -290.17153 a.u.
ΔE to the lowest compared entry with this formula, charge and spin   15.9 kcal per mole

***

The following is a DFT calculation (the ωB97M-V functional and the def2-TZVPD basis) of a cluster of 4 separate species, C32H63BrClN3O6P2S in total.

Atoms and positions in Å:
Br 1.314 2.624 -2.776
Cl 0.356 0.352 -6.994
S -1.319 -0.668 -6.449
P 1.149 0.853 -0.166
P -1.106 2.401 1.217
O 2.291 0.927 1.013
O 1.256 3.444 0.233
O -2.222 -0.695 -7.551
O -0.943 -1.952 -5.960
O 0.012 -0.283 0.288
O 2.176 5.370 -0.446
N -2.826 6.718 1.211
N -1.255 3.721 2.060
N 1.171 6.155 -2.960
C -0.229 3.085 -1.505
C 1.494 -2.663 3.565
C 7.060 -3.958 5.460
C 3.559 -4.459 2.047
C -0.012 5.341 -2.748
C -6.290 0.693 -5.035
C -1.512 2.551 -2.131
C 1.279 -3.450 4.855
C 2.058 -4.719 2.112
C 6.439 -6.323 6.274
C -2.101 0.209 -5.097
C 1.231 -3.447 2.276
C -9.384 0.730 -5.495
C -7.011 1.325 -6.226
C -1.383 1.182 -2.827
C -1.212 1.238 -4.370
C -0.603 6.369 0.341
C -6.131 1.590 -3.808
C 8.392 -4.367 4.833
C -1.522 6.978 1.149
C -0.022 4.601 -1.399
C 0.211 2.557 -0.094
C -8.421 1.832 -5.929
C -0.158 -3.931 5.040
C -5.285 2.831 -4.080
C -2.356 5.055 -0.461
C -3.184 5.756 0.366
C 9.566 -4.297 5.805
C 5.394 -6.587 5.195
C 6.592 -4.843 6.616
C -1.005 5.347 -0.493
C 1.268 4.587 -0.545
H 8.321 -5.374 4.412
H -5.295 0.375 -5.365
H 1.426 -2.787 1.422
H -8.814 2.305 -6.832
H -0.752 1.297 2.020
H 3.931 -4.013 2.972
H 9.441 -4.988 6.640
H -9.460 -0.044 -6.261
H -6.812 -0.221 -4.739
H -7.061 0.585 -7.030
H 0.842 -1.781 3.576
H -0.266 -4.455 5.990
H 1.840 -5.421 2.921
H -0.165 1.069 -4.581
H 1.546 -2.810 5.700
H -4.285 2.551 -4.424
H 2.009 5.593 -2.940
H 4.416 -6.208 5.501
H -2.453 -0.546 -4.403
H 9.678 -3.289 6.209
H -2.310 0.644 -2.638
H 6.151 -6.861 7.181
H 5.295 -7.658 5.010
H -1.165 7.754 1.812
H 5.664 -6.114 4.249
H -5.751 3.483 -4.819
H -2.972 0.734 -5.465
H -2.229 2.413 -1.331
H 1.748 -5.212 1.187
H 0.421 6.690 0.363
H 6.294 -3.940 4.679
H 10.497 -4.560 5.300
H 7.399 -6.744 5.964
H 0.170 -3.706 2.216
H -0.589 0.570 -2.413
H 7.285 -4.744 7.456
H 2.518 -2.277 3.555
H 1.959 -4.305 4.894
H 5.631 -4.461 6.976
H -7.107 1.885 -3.416
H -0.872 6.000 -2.783
H -8.391 2.613 -5.164
H -5.165 3.412 -3.163
H -1.882 3.302 -2.821
H -1.044 3.521 3.031
H 7.141 -2.928 5.823
H 8.595 -3.698 3.992
H -9.066 0.258 -4.564
H -2.322 2.057 0.590
H 2.469 0.021 1.295
H 4.100 -5.393 1.893
H -2.767 4.281 -1.083
H 0.093 -0.533 1.221
H -4.239 5.514 0.343
H 1.103 6.688 -3.812
H 3.805 -3.789 1.220
H -1.437 2.239 -4.722
H -6.413 2.152 -6.619
H -10.382 1.137 -5.331
H -0.852 -3.088 5.043
H -0.459 -4.620 4.250
H -5.648 1.005 -3.020
H -0.144 4.642 -3.579

Properties
Molar mass   795.24 g/mol
F_max   2.59 eV/Å
Structure (SMILES)   N=[PH2][C@]1(P(O)O)OC(=O)[C@](CN)(c2ccncc2)[C@]1(Br)CCCCS(=O)(=O)Cl.CCCCCC.CCCCCC.CCCCCC
DFT total energy   -5987.84650 a.u.
ΔE to the lowest compared entry with this formula, charge and spin   15.3 kcal per mole

***

The following is a DFT calculation (the ωB97M-V functional and the def2-TZVPD basis) of an isolated molecule of C22H27N5O2S.

Atoms and positions in Å:
S 0.244 2.682 2.724
O -1.969 0.189 -2.152
O 0.204 2.904 -1.338
N -0.162 -0.784 0.085
N -2.268 -2.578 1.278
N 1.856 -0.362 -0.953
N 0.191 0.336 -2.761
N -1.160 0.664 1.633
C -2.431 -1.213 0.825
C -3.077 -4.725 1.615
C -0.004 1.301 1.706
C 1.449 1.013 -2.944
C -1.432 -3.408 0.420
C -1.992 2.790 -0.970
C -0.937 0.841 -2.184
C -0.919 2.175 -1.567
C 1.507 -1.476 -1.817
C 0.350 -1.103 -2.780
C 1.945 2.697 2.312
C -1.495 3.957 -0.355
C -0.157 3.970 -0.610
C 2.854 3.678 2.966
C -3.527 -3.282 1.433
C -1.941 -4.848 0.596
C 1.166 0.954 1.003
C 2.292 1.736 1.415
C 3.719 1.467 1.049
C -1.160 -0.421 0.878
C 2.370 0.757 -1.721
C 0.951 -0.067 0.047
H 4.329 1.460 1.952
H 2.279 4.407 3.530
H -1.157 -5.519 0.943
H -3.878 -5.442 1.444
H 1.214 -2.316 -1.189
H 3.457 4.199 2.223
H -0.391 -3.297 0.730
H -4.171 -3.187 0.540
H 2.409 -1.738 -2.376
H 4.119 2.239 0.390
H 1.901 0.598 -3.852
H -2.998 2.427 -0.974
H 0.620 4.655 -0.333
H -2.049 4.677 0.208
H -2.693 -4.858 2.626
H 0.564 -1.442 -3.798
H -0.593 -1.533 -2.443
H 3.534 3.170 3.651
H -2.320 -5.234 -0.351
H 1.293 2.078 -3.098
H -2.797 -1.162 -0.219
H -4.069 -2.890 2.296
H 3.388 0.528 -2.050
H -3.151 -0.717 1.479
H -1.508 -3.092 -0.631
H 2.389 1.643 -1.092
H 3.810 0.501 0.561

Properties
Molar mass   425.56 g/mol
F_max   1.28 eV/Å
Structure (SMILES)   Cc1sc2nc(CN3CCCC3)nc(N3CCN(C(=O)c4ccco4)CC3)c2c1C
DFT total energy   -1676.98752 a.u.
ΔE to the lowest compared entry with this formula, charge and spin   28.1 kcal per mole